# 1
36
Properties=species:S:1:pos:R:3:forces:R:3 method="wB97M-V/def2-TZVPD" orbital_gap_ev=11.20 relative_energy_kcal_mol=8.6 smiles=O.O.O.O.O.O.O.O.O.O.O.O homo_ev=-10.96
O 4.2043 -9.1872 -0.5580 -0.127 -2.064 1.607
H 4.2671 -9.1998 -1.4914 0.106 0.462 -2.046
H 4.1123 -10.1828 -0.4448 0.197 1.559 0.181
O 4.1633 -10.2079 -3.6501 -0.719 0.674 1.081
H 4.7004 -10.5310 -4.3552 0.592 -0.576 -0.688
H 3.2691 -10.5207 -3.8477 0.044 -0.128 -0.252
O 1.7895 -11.7263 -4.7204 -0.086 0.532 -0.551
H 1.8630 -12.4462 -4.0896 0.023 -0.162 0.488
H 0.9815 -11.2792 -4.4461 0.013 -0.002 -0.125
O 6.5868 -13.7456 0.2538 -0.117 1.876 2.023
H 7.2036 -14.2371 0.7879 0.197 -0.221 0.355
H 6.5112 -14.2297 -0.5272 -0.107 -1.648 -2.515
O 7.1459 -9.4611 0.3631 -0.110 -0.009 0.105
H 6.3899 -9.0528 -0.0994 0.015 -0.312 0.457
H 6.8623 -9.5973 1.2831 -0.007 0.177 -0.626
O 6.7775 -15.3207 -2.1040 0.044 -0.004 1.696
H 7.6385 -15.0951 -2.4471 0.221 0.195 -0.732
H 6.1730 -15.5446 -2.7917 -0.458 -0.155 -0.915
O 3.7816 -14.8866 -3.6874 0.337 0.593 2.625
H 3.0126 -14.5291 -3.1784 0.665 -0.353 -0.682
H 3.5287 -15.0186 -4.5676 -0.887 -0.233 -1.938
O 8.4106 -13.4389 -3.4650 -0.060 0.019 -0.169
H 8.5138 -12.8301 -2.7154 0.015 0.044 0.631
H 9.0650 -13.1271 -4.0870 0.371 -0.099 -0.361
O 1.9527 -12.9709 -2.3263 1.540 0.783 1.680
H 1.3861 -12.5896 -1.6255 0.062 -0.487 -0.669
H 2.8750 -12.6589 -1.9623 -1.520 -0.647 -0.679
O 5.8013 -12.6132 -4.0919 -1.320 -1.798 0.154
H 5.4206 -13.5496 -4.0288 0.399 1.897 -0.096
H 6.7462 -12.7767 -4.0916 0.591 -0.120 0.163
O 8.8287 -11.7824 -1.2213 -0.231 -0.066 -0.008
H 8.3039 -11.8756 -0.4148 -0.010 -0.334 0.075
H 8.4653 -10.9603 -1.5539 0.070 0.518 -0.137
O 4.3271 -12.1441 -1.2483 -0.704 0.070 0.608
H 4.8523 -12.1672 -2.0371 0.747 0.363 -1.345
H 4.8254 -12.6819 -0.6336 0.214 -0.343 0.608

***

# 2
14
Properties=species:S:1:pos:R:3:forces:R:3 method="wB97M-V/def2-TZVPD" orbital_gap_ev=9.06 relative_energy_kcal_mol=86.8 smiles="CN=C=CO.C=O" homo_ev=-8.28
C -1.5751 1.6768 -0.8457 -0.084 0.122 0.056
N -1.0631 0.4283 -1.4013 0.623 -0.373 0.153
C 0.0502 -0.0266 -1.1647 -0.417 0.091 -0.245
C 1.1943 -0.6826 -1.0862 -0.034 0.313 -0.190
O 1.5461 -1.5509 -0.0580 -0.230 -0.212 -0.034
C 1.0840 -0.0076 1.8276 -0.323 0.100 0.097
O -0.0550 0.3292 1.6038 0.529 -0.082 0.268
H -1.4617 2.4709 -1.5920 0.006 -0.160 0.098
H -2.6462 1.5415 -0.6668 0.209 0.064 -0.013
H -1.0789 1.9621 0.0875 -0.024 -0.084 -0.203
H 2.0013 -0.4919 -1.7810 -0.131 0.073 0.039
H 0.7836 -2.0996 0.1643 0.067 0.015 -0.060
H 1.9555 0.5158 1.3937 -0.154 0.011 0.068
H 1.3186 -0.8548 2.4992 -0.037 0.121 -0.033

***

# 3
119
Properties=species:S:1:pos:R:3:forces:R:3 method="wB97M-V/def2-TZVPD" orbital_gap_ev=5.60 relative_energy_kcal_mol=7.1 charge=+3 homo_ev=-15.59
Ti 0.0416 -0.2048 0.1186 0.618 0.009 0.064
C -0.2766 3.3035 4.1165 -0.107 0.659 0.303
C -0.0279 2.9317 2.7032 0.315 -0.811 1.052
C 0.5089 3.7395 1.7265 -0.232 -0.426 -0.316
C 0.6770 2.9669 0.5978 -0.543 0.388 0.770
N 0.2845 1.6538 0.8888 -0.401 0.574 0.275
N -0.1492 1.6904 2.2494 0.364 -0.998 -1.592
B -0.5278 0.3515 2.9417 -0.775 0.237 0.295
N 0.5532 -0.7007 2.9524 0.861 -0.370 0.453
N 1.2205 -1.0607 1.7802 -0.778 0.539 -0.095
C 2.1916 -1.8987 2.1695 1.803 -0.876 -1.011
C 2.2112 -2.0478 3.5324 -0.410 -0.478 0.712
C 1.1304 -1.3455 4.0150 -0.061 0.687 -0.521
C 0.6818 -1.2951 5.4285 0.905 0.390 0.418
C 3.1885 -2.6092 1.2196 -1.167 -1.268 1.481
C 2.4163 -3.8206 0.5565 0.494 1.280 -0.245
C 3.6274 -1.6470 0.2367 1.997 1.824 -1.555
C 4.4232 -3.1107 1.9706 0.506 -0.068 0.522
N -1.7495 -0.3325 2.2059 0.914 0.260 -1.419
N -1.4795 -1.0754 1.0323 -1.005 0.120 0.987
C -2.5270 -1.9658 0.9052 0.008 0.398 -1.666
C -3.4536 -1.7299 1.9101 0.007 -0.868 -1.470
C -2.9278 -0.7122 2.6519 -0.102 0.387 2.577
C -3.4941 -0.2722 3.9644 -0.455 2.461 -1.195
C -2.5653 -2.9423 -0.2828 -1.565 0.367 0.518
C -3.2650 -4.2223 0.2414 1.024 -0.841 -0.275
C -3.4608 -2.5116 -1.4822 -1.647 0.327 0.339
C -1.1702 -3.2454 -0.7246 0.448 -2.068 0.174
C 1.2146 3.5480 -0.6729 0.009 -0.608 0.411
C 0.7394 2.6966 -1.8268 1.198 0.521 -0.786
C 2.7513 3.4042 -0.5518 -0.532 1.112 -0.368
C 0.8132 5.0349 -0.8226 0.671 -0.392 -1.033
H -0.2100 4.4287 4.1811 -0.080 -1.337 0.274
H -1.2646 2.9495 4.4522 0.354 0.293 -0.041
H 0.4897 2.8094 4.7518 -0.395 0.510 -0.260
H 0.7268 4.7673 1.9130 0.131 0.388 -0.352
H -0.8690 0.6472 4.0183 -0.093 -0.050 0.527
H 2.8642 -2.6465 4.1548 -0.031 0.082 -0.337
H 1.4833 -1.6072 6.1292 -0.246 0.315 -0.646
H 0.3443 -0.3116 5.7155 -0.097 0.325 0.127
H -0.1067 -1.9829 5.6166 -0.906 -0.621 -0.044
H 1.6019 -3.3993 -0.0957 0.882 -0.620 0.334
H 3.1667 -4.4426 0.0350 -0.611 0.318 -0.191
H 1.9345 -4.4456 1.2885 -0.115 -0.199 0.463
H 2.7958 -1.1935 -0.2511 -0.682 0.536 -0.308
H 4.2802 -0.8270 0.6448 -0.737 -0.642 -0.053
H 4.2354 -2.0853 -0.5604 -0.029 -0.296 0.085
H 4.1349 -3.8891 2.6521 -0.056 -0.282 0.656
H 5.1920 -3.5847 1.3577 -0.419 0.027 -0.644
H 5.0142 -2.3387 2.4989 -0.760 -0.073 -0.038
H -4.3991 -2.2183 2.1158 0.306 -0.055 -0.190
H -4.1179 -1.0404 4.3395 -0.837 -0.568 0.356
H -2.7306 -0.0644 4.6931 0.295 0.151 0.206
H -4.0990 0.7048 3.7918 0.836 -1.660 0.534
H -4.3207 -4.0773 0.4360 -0.100 0.223 0.255
H -3.2195 -5.0319 -0.5202 0.114 0.574 0.372
H -2.7337 -4.5971 1.1286 -0.392 0.046 -0.093
H -4.5015 -2.1518 -1.1473 1.562 -0.365 -0.243
H -3.0466 -1.7545 -2.1583 0.036 -0.376 0.291
H -3.6911 -3.4315 -2.0529 0.335 0.501 0.082
H -0.6488 -3.8156 0.0808 -0.051 0.599 -0.606
H -1.2069 -3.9064 -1.5983 -0.086 -0.164 0.162
H -0.5822 -2.4337 -1.1095 0.347 0.911 0.195
H 1.3181 3.0581 -2.6946 -0.395 -0.392 -0.009
H -0.3068 2.7220 -2.0645 -0.555 0.278 0.069
H 1.0006 1.6475 -1.6493 0.130 0.175 -0.045
H 2.9910 2.4767 -0.0833 0.450 -0.880 0.085
H 3.1914 3.5069 -1.5510 0.166 -0.035 0.323
H 3.1213 4.1921 0.1081 0.157 -0.077 -0.186
H -0.2547 5.1615 -0.7242 -0.352 0.080 0.009
H 1.3239 5.6773 -0.0962 -0.087 -0.165 -0.255
H 1.1056 5.3439 -1.8618 -0.205 -0.052 0.992
C 2.9169 0.1227 -4.9556 -0.264 -0.282 0.636
N 3.6819 -0.4309 -3.8325 0.017 -0.303 1.494
C 3.7179 -1.9118 -3.8485 0.979 0.018 -1.889
N 2.3856 -2.5089 -4.0046 1.418 0.145 1.878
C 1.7120 -1.9027 -5.1146 0.338 0.474 0.221
N 1.5722 -0.4473 -4.9863 -0.817 -0.475 0.660
C 0.7381 -0.1270 -3.8170 0.233 0.885 -0.115
P 1.4744 -0.7000 -2.1463 0.615 0.113 -0.942
C 3.2889 0.0505 -2.5399 -0.579 -0.394 0.409
C 1.7415 -2.4646 -2.7190 -0.631 -0.002 -0.120
H 3.4328 -0.1505 -5.8903 -0.230 0.353 0.337
H 2.8336 1.2008 -4.8077 0.219 -0.009 -0.293
H 4.3028 -2.3076 -2.9861 -0.694 0.288 -0.556
H 4.2547 -2.1686 -4.7827 0.043 -0.020 0.572
H 0.7918 -2.4154 -5.2814 -0.912 -0.066 -0.141
H 2.3692 -2.0834 -5.9352 0.174 -0.136 -0.968
H -0.2712 -0.5356 -3.8986 0.342 -0.311 -0.364
H 0.5816 0.9625 -3.7194 0.256 -0.388 -0.263
H 3.1201 1.1164 -2.5103 0.117 0.393 -0.200
H 3.9657 -0.2206 -1.7062 -0.326 -0.011 -0.786
H 0.7768 -2.9232 -2.7980 -0.806 -0.247 -0.034
H 2.2782 -3.0439 -1.9912 0.474 -0.121 0.221
Cl 4.4006 3.4909 2.7237 -0.327 -0.671 0.309
C 5.1345 2.2731 3.8113 0.279 0.441 0.582
Cl 4.2085 0.7983 4.2502 0.012 0.668 -0.634
H 5.3661 2.7793 4.7459 -0.211 -0.028 -0.102
H 6.0607 2.0011 3.3408 0.158 -0.448 -0.190
C -5.4526 2.3604 -3.4214 0.198 0.122 0.226
C -5.2363 1.0833 -2.6354 -0.274 0.428 -0.032
N -3.8029 0.8153 -2.5105 1.034 -1.105 -0.891
C -2.9246 0.9510 -1.5267 -0.881 0.482 -0.063
S -1.3791 0.1766 -1.7963 0.257 -0.025 0.174
N -3.0899 1.6929 -0.4488 0.417 0.131 1.355
C -4.1027 2.6903 -0.0181 -1.213 -0.123 -1.001
C -4.9711 2.2075 1.1210 -0.878 0.138 -0.041
H -6.4551 2.7346 -3.3557 -0.624 -0.001 0.023
H -5.1979 2.2434 -4.4671 -0.032 -0.254 -0.232
H -4.8000 3.1210 -3.0507 0.399 0.718 0.302
H -5.7267 0.2996 -3.2100 0.404 -0.499 0.255
H -5.6380 1.0425 -1.6293 -0.322 0.350 0.072
H -3.4049 0.3528 -3.3342 -0.186 0.208 0.504
H -2.3498 1.5559 0.2579 -0.602 0.213 -0.632
H -4.7343 3.0320 -0.8600 0.494 -0.507 0.202
H -3.5904 3.5831 0.2819 0.669 0.321 0.213
H -5.7141 1.4444 0.8811 -0.041 0.192 -0.485
H -5.4898 3.0336 1.6267 0.130 -0.112 -0.385
H -4.3826 1.7395 1.8592 1.027 -0.442 1.055

***

Number 1: E_tot -24961.3197 eV. Number 2: E_tot -9843.5157 eV. Number 3: E_tot -123733.5899 eV.